1.
{
  "formula": "C18H50FNO6PS",
  "method": "ωB97M-V/def2-TZVPD",
  "charge": -1,
  "homo_energy_ev": -3.71,
  "lumo_ev": 2.082,
  "species": ["F", "N", "P", "S", "H", "H", "C", "C", "C", "O", "H", "H", "H", "H", "H", "H", "H", "H", "C", "C", "C", "O", "H", "H", "H", "H", "H", "H", "H", "H", "C", "C", "C", "O", "H", "H", "H", "H", "H", "H", "H", "H", "C", "C", "C", "O", "H", "H", "H", "H", "H", "H", "H", "H", "C", "C", "C", "O", "H", "H", "H", "H", "H", "H", "H", "H", "C", "C", "C", "O", "H", "H", "H", "H", "H", "H", "H", "H"],
  "xyz": [[-1.587, 3.588, 1.379], [-0.308, 3.174, 0.706], [0.459, 4.608, 0.601], [-0.045, 6.176, -0.527], [0.618, 5.097, 1.921], [1.754, 4.166, 0.302], [-0.374, 1.648, -3.119], [0.424, 2.939, -3.189], [1.273, 3.053, -4.443], [1.207, 3.051, -2.012], [0.301, 0.787, -3.096], [-0.948, 1.651, -2.194], [-1.054, 1.518, -3.966], [-0.263, 3.787, -3.123], [1.994, 2.232, -4.494], [1.820, 3.997, -4.447], [0.650, 3.006, -5.340], [1.878, 2.362, -2.004], [-1.456, -2.119, 0.609], [-0.539, -1.347, -0.325], [-0.293, 0.067, 0.176], [-1.066, -1.348, -1.659], [-2.433, -1.632, 0.671], [-1.617, -3.137, 0.249], [-1.038, -2.166, 1.616], [0.414, -1.874, -0.418], [-1.228, 0.631, 0.237], [0.368, 0.629, -0.480], [0.149, 0.065, 1.173], [-1.895, -0.858, -1.632], [6.027, 4.391, 1.716], [4.544, 4.503, 1.391], [4.124, 5.942, 1.139], [3.756, 3.902, 2.413], [6.252, 4.957, 2.626], [6.306, 3.350, 1.879], [6.638, 4.797, 0.907], [4.324, 3.904, 0.504], [4.306, 6.543, 2.037], [3.066, 6.007, 0.890], [4.698, 6.379, 0.319], [3.864, 4.415, 3.220], [1.223, -0.575, -7.345], [2.084, 0.672, -7.463], [2.794, 0.758, -8.805], [3.013, 0.751, -6.388], [1.846, -1.471, -7.434], [0.722, -0.598, -6.378], [0.469, -0.610, -8.133], [1.456, 1.555, -7.329], [3.458, -0.102, -8.934], [3.392, 1.667, -8.862], [2.078, 0.757, -9.629], [3.608, -0.004, -6.436], [-5.065, -3.271, 4.306], [-4.157, -2.498, 3.366], [-3.892, -1.082, 3.849], [-4.698, -2.484, 2.041], [-6.045, -2.787, 4.371], [-5.212, -4.287, 3.939], [-4.633, -3.329, 5.304], [-3.206, -3.027, 3.269], [-4.832, -0.525, 3.913], [-3.230, -0.558, 3.161], [-3.434, -1.086, 4.839], [-5.537, -2.012, 2.082], [-3.226, -7.287, 6.090], [-2.555, -6.270, 5.181], [-1.074, -6.555, 4.993], [-2.763, -4.944, 5.660], [-2.767, -7.262, 7.083], [-4.287, -7.063, 6.195], [-3.119, -8.298, 5.695], [-3.049, -6.276, 4.206], [-0.559, -6.511, 5.958], [-0.625, -5.817, 4.330], [-0.915, -7.548, 4.571], [-2.339, -4.863, 6.521]],
  "mulliken_charge": [-0.383, -0.195, 0.368, -0.602, -0.015, -0.133, -1.224, 0.470, -1.386, -0.381, 0.296, 0.225, 0.487, 0.205, 0.300, 0.354, 0.350, 0.257, -1.284, 0.475, -1.075, -0.586, 0.278, 0.344, 0.360, 0.253, 0.335, 0.045, 0.489, 0.365, -1.443, 0.540, -1.055, -0.532, 0.354, 0.330, 0.367, 0.231, 0.351, 0.161, 0.340, 0.338, -1.249, 0.647, -1.421, -0.514, 0.337, 0.292, 0.359, 0.193, 0.353, 0.343, 0.363, 0.313, -1.397, 0.724, -1.266, -0.538, 0.463, 0.262, 0.270, 0.161, 0.341, 0.301, 0.343, 0.334, -1.404, 0.618, -1.365, -0.469, 0.354, 0.321, 0.389, 0.232, 0.352, 0.326, 0.375, 0.286]
}


2.
{
  "formula": "C18H51InN2Na4O15PS",
  "method": "ωB97M-V/def2-TZVPD",
  "charge": 1,
  "homo_energy_ev": -8.86,
  "lumo_ev": -6.801,
  "species": ["In", "Na", "Na", "Na", "Na", "C", "C", "O", "H", "H", "H", "H", "H", "P", "O", "O", "O", "O", "S", "O", "O", "O", "O", "C", "C", "C", "O", "C", "N", "H", "H", "H", "H", "H", "H", "H", "H", "H", "H", "H", "C", "C", "C", "O", "C", "N", "H", "H", "H", "H", "H", "H", "H", "H", "H", "H", "H", "C", "C", "O", "H", "H", "H", "H", "H", "H", "C", "C", "O", "H", "H", "H", "H", "H", "H", "C", "C", "O", "H", "H", "H", "H", "H", "H", "C", "C", "O", "H", "H", "H", "H", "H", "H"],
  "xyz": [[1.521, -16.356, -20.006], [-3.272, -14.349, -23.316], [3.178, -11.160, -19.733], [1.946, -12.405, -24.027], [-2.950, -13.538, -18.227], [-2.021, -19.835, -23.463], [-2.911, -18.742, -22.794], [-2.173, -17.801, -22.127], [-1.307, -20.126, -22.692], [-1.489, -19.470, -24.342], [-2.584, -20.751, -23.638], [-3.651, -19.082, -22.069], [-3.417, -18.248, -23.622], [-0.475, -12.274, -21.162], [-1.975, -12.100, -20.838], [0.205, -12.733, -19.886], [0.169, -11.008, -21.608], [-0.169, -13.494, -22.006], [5.144, -13.928, -21.899], [6.475, -14.398, -22.171], [4.840, -14.162, -20.446], [4.852, -12.540, -22.103], [4.104, -14.627, -22.624], [6.729, -18.448, -16.056], [5.324, -17.945, -16.565], [5.114, -16.463, -16.114], [3.861, -16.052, -16.541], [3.674, -14.714, -16.222], [5.325, -17.961, -18.060], [7.543, -17.894, -16.523], [7.098, -19.465, -16.188], [6.617, -18.305, -14.981], [4.525, -18.506, -16.081], [5.907, -15.889, -16.593], [5.233, -16.336, -15.038], [4.283, -14.081, -16.868], [3.919, -14.374, -15.216], [2.643, -14.368, -16.295], [5.617, -18.822, -18.499], [6.077, -17.324, -18.279], [-8.969, -14.641, -21.936], [-7.785, -15.033, -22.732], [-8.371, -16.128, -23.713], [-9.567, -15.851, -24.428], [-10.031, -16.880, -25.338], [-7.125, -13.859, -23.296], [-9.368, -15.500, -21.396], [-9.826, -14.308, -22.521], [-8.671, -13.789, -21.325], [-7.033, -15.432, -22.051], [-8.543, -17.056, -23.168], [-7.618, -16.415, -24.447], [-10.243, -17.833, -24.853], [-9.260, -17.148, -26.060], [-10.852, -16.452, -25.914], [-7.821, -13.281, -23.744], [-6.724, -13.275, -22.576], [-6.622, -7.506, -19.850], [-5.256, -8.091, -20.181], [-5.177, -9.450, -20.011], [-6.841, -7.331, -18.797], [-7.451, -7.999, -20.359], [-6.565, -6.473, -20.195], [-4.474, -7.515, -19.687], [-5.038, -7.812, -21.212], [-4.399, -9.798, -20.453], [0.417, -6.109, -17.995], [1.524, -6.437, -19.023], [1.673, -7.768, -19.398], [-0.359, -6.870, -18.084], [0.080, -5.073, -17.984], [0.819, -6.344, -17.010], [2.404, -5.961, -18.591], [1.263, -5.918, -19.945], [0.878, -8.105, -19.819], [-0.621, -9.578, -14.469], [-0.958, -10.169, -15.830], [0.157, -10.408, -16.566], [-1.603, -9.716, -14.018], [-0.270, -8.563, -14.283], [-0.009, -10.218, -13.833], [-1.621, -9.540, -16.424], [-1.552, -11.082, -15.787], [0.054, -11.116, -17.206], [3.619, -7.013, -25.318], [2.806, -7.430, -24.136], [2.013, -8.548, -24.511], [4.151, -6.087, -25.098], [2.869, -6.677, -26.034], [4.420, -7.623, -25.735], [2.102, -6.642, -23.870], [3.605, -7.565, -23.408], [1.444, -8.823, -23.789]],
  "mulliken_charge": [0.931, 0.911, 0.900, 0.869, 0.896, -0.887, -0.187, -0.644, 0.226, 0.245, 0.326, 0.278, 0.112, 0.527, -0.695, -0.526, -0.564, -0.604, 1.224, -0.614, -0.557, -0.625, -0.635, -1.286, 0.192, -0.810, -0.207, -0.865, -0.573, 0.330, 0.380, 0.345, 0.259, 0.373, 0.422, 0.324, 0.352, 0.279, 0.262, 0.255, -1.402, 0.382, -0.834, -0.300, -0.736, -0.638, 0.356, 0.328, 0.403, 0.236, 0.430, 0.407, 0.306, 0.305, 0.254, 0.250, 0.280, -1.105, -0.146, -0.490, 0.297, 0.299, 0.341, 0.258, 0.258, 0.294, -0.869, -0.300, -0.452, 0.228, 0.338, 0.223, 0.329, 0.243, 0.264, -1.128, -0.047, -0.436, 0.330, 0.292, 0.304, 0.308, 0.144, 0.247, -1.268, 0.011, -0.516, 0.366, 0.305, 0.330, 0.262, 0.226, 0.294]
}


3.
{
  "formula": "C18H51N3O6",
  "method": "ωB97M-V/def2-TZVPD",
  "relative_energy_kj_mol": 0.0,
  "homo_energy_ev": -9.08,
  "lumo_ev": 0.319,
  "smiles": "COC[C@H](C)N.COC[C@H](C)N.COC[C@H](C)N.CCO.CCO.CCO",
  "species": ["C", "C", "O", "H", "H", "H", "H", "H", "H", "C", "C", "O", "H", "H", "H", "H", "H", "H", "C", "C", "O", "H", "H", "H", "H", "H", "H", "C", "C", "C", "O", "C", "N", "H", "H", "H", "H", "H", "H", "H", "H", "H", "H", "H", "C", "C", "C", "O", "C", "N", "H", "H", "H", "H", "H", "H", "H", "H", "H", "H", "H", "C", "C", "C", "O", "C", "N", "H", "H", "H", "H", "H", "H", "H", "H", "H", "H", "H"],
  "xyz": [[-0.833, 1.131, 2.153], [-2.197, 0.666, 1.650], [-2.590, -0.599, 2.176], [-0.807, 1.423, 3.206], [-0.428, 1.973, 1.590], [-0.094, 0.330, 2.053], [-2.095, 0.596, 0.569], [-2.948, 1.419, 1.894], [-2.984, -0.399, 3.031], [-2.920, -3.748, -1.464], [-3.100, -2.915, -0.202], [-1.850, -2.757, 0.464], [-2.062, -3.458, -2.074], [-3.752, -3.569, -2.154], [-2.888, -4.824, -1.294], [-3.864, -3.351, 0.446], [-3.410, -1.922, -0.553], [-1.987, -2.024, 1.088], [3.267, 4.254, -3.812], [2.224, 3.174, -3.559], [1.011, 3.445, -4.252], [4.046, 4.374, -3.061], [2.835, 5.220, -4.069], [3.825, 3.961, -4.711], [1.976, 3.159, -2.488], [2.634, 2.182, -3.762], [0.291, 3.365, -3.596], [-0.882, -5.202, 4.659], [-0.884, -4.064, 3.637], [-0.136, -2.784, 4.052], [1.160, -3.178, 4.424], [1.942, -2.203, 5.068], [-0.340, -4.609, 2.381], [0.137, -5.515, 4.909], [-1.326, -6.135, 4.309], [-1.396, -4.966, 5.596], [-1.941, -3.845, 3.456], [-0.685, -2.288, 4.865], [-0.071, -2.097, 3.200], [1.418, -1.780, 5.925], [2.307, -1.461, 4.346], [2.867, -2.693, 5.380], [-0.605, -3.934, 1.655], [0.674, -4.480, 2.399], [1.954, -0.589, -2.793], [1.226, -1.634, -1.955], [2.157, -2.329, -0.937], [2.474, -1.405, 0.081], [3.500, -1.890, 0.917], [0.098, -0.982, -1.229], [2.877, -1.077, -3.118], [2.117, 0.330, -2.231], [1.404, -0.318, -3.694], [0.772, -2.386, -2.606], [3.067, -2.639, -1.467], [1.626, -3.185, -0.508], [3.645, -1.256, 1.788], [4.426, -1.960, 0.332], [3.294, -2.905, 1.283], [0.629, -0.438, -0.547], [-0.382, -1.689, -0.671], [-1.632, 6.200, -2.851], [-0.995, 5.662, -1.564], [-1.396, 4.227, -1.261], [-1.028, 3.365, -2.331], [-1.244, 2.004, -2.028], [0.437, 5.982, -1.556], [-1.594, 7.286, -2.819], [-2.625, 5.767, -3.002], [-1.153, 5.903, -3.790], [-1.537, 6.184, -0.763], [-2.462, 4.158, -1.016], [-0.852, 3.903, -0.359], [-0.935, 1.314, -2.816], [-2.325, 1.821, -1.967], [-0.713, 1.652, -1.142], [0.857, 5.387, -2.262], [0.774, 5.665, -0.647]],
  "mulliken_charge": [-0.848, 0.055, -0.563, 0.395, 0.194, 0.079, -0.022, 0.453, 0.299, -1.190, -0.104, -0.420, 0.203, 0.391, 0.315, 0.393, 0.219, 0.121, -1.357, 0.100, -0.591, 0.309, 0.346, 0.374, 0.215, 0.261, 0.441, -1.715, 0.536, -0.259, -0.362, -0.743, -0.722, 0.292, 0.425, 0.365, 0.343, 0.508, -0.004, 0.328, 0.201, 0.272, 0.187, 0.351, -1.467, 0.255, -0.778, -0.291, -0.865, -0.227, 0.420, 0.181, 0.436, 0.456, 0.453, 0.386, 0.238, 0.313, 0.332, 0.208, -0.018, -1.430, 0.198, -0.454, -0.399, -0.661, -0.691, 0.373, 0.369, 0.293, 0.436, 0.395, 0.092, 0.358, 0.395, 0.071, 0.227, 0.321]
}